C16H35AsHgN2O3Si3 | wB97M-V/def2-TZVPD

The geometry in ORCA input format:
```
! RIJCOSX wB97M-V def2-TZVPD def2/J DEFGRID3
* xyz -1 2
C 2.9150 -3.8239 1.5811
C 2.6917 0.2346 -0.2373
C 0.9244 -0.3409 -2.6149
H 2.7108 -0.8576 -0.2056
H 3.6083 0.5916 -0.7161
C -2.6141 -2.6002 -0.9915
H -2.4209 1.2585 2.9890
H 1.8697 -0.6414 -3.0762
H 2.6783 0.5816 0.8006
H -2.4343 -4.3805 -2.1712
C -2.4926 -4.0870 -1.1193
H -0.3286 4.4098 -1.9781
H 0.9096 1.9211 4.0260
C 2.3505 -2.6341 1.8219
H 3.8151 -6.1474 1.1387
H -1.5645 -4.3675 -0.6097
H 1.0603 2.8382 -2.7093
C 0.2207 3.9194 1.7055
C 0.8723 -4.6421 0.6018
Si -1.9153 2.5933 -1.2771
H 3.9280 -4.0635 1.8794
C -1.9802 2.2512 2.8553
H -1.2624 4.8989 -0.5678
H 2.9990 -6.2085 -0.4389
C 0.8936 1.3669 3.0816
C 1.7463 2.4943 -1.9281
N 0.2928 -3.4431 0.8204
C 2.8509 -6.0913 0.6355
H -2.7027 2.8610 2.3042
H -1.2214 1.9611 -3.5943
H 0.6102 4.2923 2.6591
H -3.6620 3.4918 0.2724
H 2.2115 -6.9054 0.9679
C 0.9825 -2.4016 1.3510
Si 1.2035 0.8438 -1.1953
H -3.3153 -4.5891 -0.6137
Hg -2.4448 -1.7682 1.7441
C -1.3175 4.3617 -1.5175
H 2.8751 -1.8442 2.3400
H 0.6464 0.3198 3.2669
H -2.9476 2.3627 -3.5399
N 2.2338 -4.8168 0.9420
H -2.0250 4.8890 -2.1665
H 2.7431 2.3978 -2.3725
O 0.4794 -1.2628 1.4529
O 0.3065 -5.6266 0.1078
H -3.9823 1.8040 -0.1399
H -4.3600 3.0883 -1.3049
Si -0.3563 2.1359 1.9276
H 1.0141 4.0123 0.9559
O -2.2754 -1.7757 -1.7594
H 0.4187 -1.2383 -2.2416
H -2.3685 0.7995 -2.9186
H -0.6033 4.5702 1.4000
C -3.6438 2.7628 -0.5442
H 1.7904 3.2726 -1.1584
H 0.2822 0.0959 -3.3850
As -0.8261 0.9187 -0.0252
H -1.8320 2.7010 3.8419
H 1.8983 1.3893 2.6463
C -2.1361 1.8669 -2.9989
*
```

- Kohn-Sham gap (alpha / beta): 6.655 / 7.577 eV
- HOMO (alpha / beta): -3.73 / -4.66 eV
- ⟨S²⟩: 0.7577



C16H35BBeCl4Li2N2O9S | wB97M-V/def2-TZVPD

The geometry in ORCA input format:
```
! RIJCOSX wB97M-V def2-TZVPD def2/J DEFGRID3
* xyz 2 1
B -2.4507 -1.4929 0.6868
H -2.6337 -4.5555 5.2231
H 2.7422 7.6461 1.3056
C 2.8674 -7.6241 -6.2220
H -11.8774 4.6246 -1.0693
C 3.1529 5.6806 0.6314
Be 5.1606 -9.6827 -6.0321
O 0.9743 -0.8461 -0.9369
Cl -9.6636 5.3729 -0.7416
O -2.4239 -2.4707 -0.3521
C -11.3974 5.5940 -1.1169
H -2.0662 -4.0429 0.8768
C 2.8256 -0.9726 0.5963
H 0.9565 -4.6626 0.3023
H 5.2735 6.5433 -0.7670
Cl 1.7066 -8.0057 -7.4895
H -2.9020 0.6345 -0.1592
C -1.5187 -3.4314 0.1584
H 3.6068 7.6385 -0.2395
H -11.4640 6.0164 -2.1118
H 3.5340 -6.8485 -6.5922
H -3.3193 -3.2825 4.7549
C 1.3616 -3.7769 -0.1822
H 0.9886 -5.1084 -2.9595
H 5.3095 7.7114 1.5056
H 2.4463 -3.8792 -0.1847
H -8.9312 3.2872 -0.0374
H 3.2229 2.0939 2.8635
O -2.5446 -3.5953 5.2355
C 1.5399 -1.3830 -0.0384
H 6.3439 6.4224 2.1096
H -9.0432 3.2106 1.4772
C -0.4384 -2.5532 0.9218
O 4.4246 5.2442 0.6263
C 4.1134 2.3543 2.2926
H 2.5785 -0.4770 1.5415
Li -6.5176 0.6482 1.2214
O -8.6409 2.7636 0.7246
H 6.9337 7.5086 0.8418
Cl -12.1730 6.6757 0.0254
H 6.2979 5.2928 -0.0949
C -3.4069 -0.1541 0.4043
C -3.9377 0.3595 1.6556
H 2.9645 -7.1450 -4.1401
C 2.2140 -7.2397 -4.9227
C 5.5371 6.0287 0.1575
H -3.3398 1.1378 2.1761
H -2.9009 -2.0203 1.7354
C 5.1497 1.3547 2.5236
O 1.1829 -5.5295 -2.0937
H 1.9065 7.1801 -0.1816
H 3.8588 2.4067 1.2361
S -0.3305 -3.0940 2.7479
H 3.4675 -8.5458 -6.0394
H -4.2454 -0.5774 -0.1599
Li -0.9997 -0.3986 2.5978
H 0.9959 -3.7807 -1.2844
N 0.9568 -2.6334 0.5416
H 4.4526 3.3386 2.6061
H 1.4726 -7.9714 -4.6140
H -1.5996 -3.4042 3.0353
H 3.3984 -0.3249 -0.0609
H -1.1553 -3.9787 -0.7093
C 6.0595 6.9760 1.2147
N 5.9422 0.5418 2.6952
O -0.9608 -1.2824 0.9644
C 2.8519 7.1296 0.3522
O -4.9626 -0.0253 2.2224
Cl 1.3886 -5.6471 -5.0560
O 2.2906 4.8864 0.9196
H 3.3935 -1.8602 0.8807
*
```

- Kohn-Sham gap: 1.943 eV
- HOMO: -12.00 eV



C16H35BrN5OS | wB97M-V/def2-TZVPD

The geometry in ORCA input format:
```
! RIJCOSX wB97M-V def2-TZVPD def2/J DEFGRID3
* xyz 1 1
C 3.1603 2.8032 1.0024
H 0.7308 1.5576 0.6542
Br -6.9157 -0.5399 0.6716
C -0.3723 -2.7081 -0.8373
H 1.2704 3.6178 -0.8702
H 5.7010 1.8127 -0.2634
C 0.9069 3.6717 0.1525
H 2.7034 -3.8335 1.5887
H -1.3103 -2.1970 -1.0362
H 1.4923 -2.7861 -1.9062
H -4.9308 2.2138 -1.9836
H -0.2931 2.6387 1.5311
H 1.8720 -6.1062 -0.0813
C 1.1171 -5.3015 1.5283
C 1.1810 0.7192 -1.8786
H 0.2720 4.5511 0.2196
C 2.4404 -4.7787 2.0668
N -1.0108 2.1637 -0.3358
H 4.4255 0.8898 0.0318
H 2.7279 1.8031 1.0726
H 1.7047 0.5078 -2.8016
H -4.6913 3.5760 -0.8586
H -0.5481 0.4316 -3.0440
C -3.0961 2.2426 -0.9952
H -6.4040 0.6839 -1.4249
H 0.3342 -1.6825 -2.6000
H -0.4647 -3.7512 -1.1133
N -2.2653 2.6154 -0.0159
H -0.1379 -2.6543 0.2184
H 1.4809 -7.3839 1.9717
H 0.6356 -6.5140 3.2615
C 0.7366 -2.0481 -1.6625
N -0.2199 0.8898 -2.2131
H 0.3340 -4.5630 1.7081
C -4.5444 2.5117 -1.0222
H -5.5524 2.3558 0.9168
H 4.6220 3.7186 -0.2452
N -2.4419 1.5816 -1.9332
C -5.2552 1.7036 0.1000
H 1.6229 1.6152 -1.4720
H -0.2209 -6.9777 1.7822
N 4.7472 1.6471 -0.5596
H -2.4837 3.1400 0.8146
C 3.9588 2.8627 -0.3034
H 3.2738 2.9996 -1.1379
H -7.3509 1.7032 -0.3745
C 2.0877 3.8836 1.1043
O 1.1889 -5.4549 0.1085
H 2.3954 -4.6228 3.1453
H 2.5289 4.8579 0.9232
H 3.8493 2.8878 1.8366
C -1.1620 1.5300 -1.5222
C -6.5176 1.0153 -0.4015
C 0.1164 2.4395 0.5446
H 1.6931 3.8777 2.1202
H -4.5877 0.9638 0.5277
H 3.2452 -5.4869 1.8547
C 0.7285 -6.6190 2.1800
S 1.4919 -0.6747 -0.7446
*
```

- Kohn-Sham gap: 9.250 eV
- HOMO: -11.69 eV



C16H35N2O10 | wB97M-V/def2-TZVPD

The geometry in ORCA input format:
```
! RIJCOSX wB97M-V def2-TZVPD def2/J DEFGRID3
* xyz 1 1
C 3.0700 -5.0001 -2.4247
H -1.3291 -5.5070 3.4977
H -2.7216 2.5402 1.0290
O -5.5954 3.8488 -2.0688
C -1.8330 2.2791 1.7684
H 3.5647 -2.8272 1.8861
C -0.0441 1.3163 -0.1984
H 3.9306 0.4525 1.3998
H -0.4656 -0.6239 0.4750
H 2.4487 -4.6529 -4.9717
C 0.1926 2.8748 0.3314
H 2.3312 -2.3390 3.0640
H 2.1757 3.3996 -0.7071
H 1.8233 4.4363 0.8406
H -2.3922 0.1178 1.3114
C 1.7609 3.3284 0.4046
N -0.6238 3.2074 1.5846
H 2.6417 -5.3747 0.1578
O 1.8500 -5.0320 -2.3833
C 2.4895 -2.7995 2.0835
O 2.0049 -4.1409 2.0736
H 4.0271 -6.4718 0.3130
H 4.1976 1.3364 -0.2427
H -1.0620 1.3588 -0.8206
O 3.9127 -5.5005 -1.4862
H -7.4490 5.5839 -2.9377
C -5.0256 4.9281 -2.1070
C 3.2582 -6.1070 -0.3735
C 3.0606 -3.8884 -4.4820
H -1.0505 4.1685 1.4159
H -3.0923 3.3438 -1.2434
O -3.6830 5.1192 -2.1562
H -0.2991 3.5471 -0.5262
H 2.6542 -6.9601 -0.6989
C 0.6731 -4.2550 2.3072
H 1.5852 1.1989 2.5618
H -7.3877 5.6156 -1.1370
O 3.8198 -4.4578 -3.4172
C 3.3524 1.0675 0.5555
C -2.9187 3.9149 -2.1611
H 2.4362 -3.0674 -4.1149
H -1.6504 -5.3779 1.7290
H -0.0499 3.3027 2.4501
H 3.6930 3.0733 1.5723
O 0.3507 -5.5726 2.2696
H 3.7610 -3.4850 -5.2184
H -1.8603 4.1865 -2.2019
H 2.5443 0.3393 0.1274
H -2.2488 2.5350 2.8560
H -3.1537 3.3121 -3.0443
C -1.0301 -5.8457 2.5004
N -0.2706 0.3170 0.9110
O 2.1940 1.9910 2.6266
O -0.1002 -3.3331 2.5149
O -5.6242 6.1459 -2.1081
H 2.0099 -2.2099 1.2955
C -7.0489 6.0994 -2.0587
H -1.1739 -6.9283 2.4475
H 0.7845 1.0075 -0.9759
H -7.4208 7.1277 -2.0641
H -1.2800 0.2539 2.8638
C 2.7398 2.3968 1.3224
C -1.4533 0.6854 1.7825
*
```

- Kohn-Sham gap: 9.371 eV
- HOMO: -12.55 eV



C16H35N5O8Pd | wB97M-V/def2-TZVPD

The geometry in ORCA input format:
```
! RIJCOSX wB97M-V def2-TZVPD def2/J DEFGRID3
* xyz 0 3
Pd -0.1185 0.2542 0.9578
C -6.4093 1.6068 -2.1918
H 5.7787 -2.5084 5.2573
O 3.2145 -1.3495 1.9189
C -4.1303 1.8453 -3.0554
H 3.5293 -3.3496 4.7415
O 0.5617 2.4527 2.8402
H -1.1488 -1.2744 -5.0436
H -6.7824 2.6286 -2.2612
O 0.5306 -1.5275 -2.0904
H 6.3110 -1.1990 4.4326
C -0.5036 2.7513 3.3323
N -4.9560 1.3555 -2.0193
H 2.7767 5.5092 -4.1864
H -1.0768 -2.9046 -5.3482
O -0.9844 -2.0425 3.1119
H -3.6285 -1.7959 6.0017
H 0.0928 -2.3646 6.3248
H -2.5568 -1.2657 7.2340
O -0.7483 3.5303 4.2517
C -2.6259 -1.9603 6.3968
H -1.4203 -2.3345 -3.7225
C 1.1785 -1.8170 -3.0827
H -2.6132 -2.9454 6.8631
C 4.3286 -1.3835 2.4648
H -5.3182 0.0997 -0.3577
H -6.8706 1.1812 -3.0830
N -1.6039 -1.7386 5.3282
H 6.6271 -2.8274 3.7879
C 3.7735 -3.3959 3.6802
H 1.1572 5.5255 -4.8860
H 1.3228 2.0179 -4.1183
H 1.2723 -3.4950 -5.8308
O -1.4076 2.1414 2.7809
N 4.6218 -2.2959 3.4450
H 4.1644 -4.3787 3.4167
H 2.8343 -3.2292 3.1526
C 0.7486 3.9762 -2.2867
O 0.5634 2.8564 -1.7939
C -0.2113 -1.4843 5.7585
N 0.6556 -2.2310 -4.2523
H 5.2002 -0.7242 2.3313
C -0.7708 -2.1884 -4.5856
C 5.8713 -2.1742 4.2239
C -1.8170 -2.0811 4.0586
H 0.4403 4.9222 -1.8153
H -4.3265 2.9140 -3.1427
H 2.9585 2.6378 -3.7851
H -3.0658 1.7736 -2.8322
H -2.8911 -2.2944 3.9446
H 1.3637 -1.8643 -6.2934
N 1.3974 4.0924 -3.4486
H 2.0852 3.1201 -5.2389
H 0.5288 -1.3861 4.9643
H -4.2905 1.4541 -4.0601
H 1.3839 6.2612 -3.3563
H -0.1449 -0.5753 6.3563
O -3.3222 0.2540 -0.7875
C 1.9740 2.8899 -4.1793
C 1.7155 5.4139 -3.9565
H 2.5766 -2.5349 -5.3629
H 2.2780 -1.7598 -3.0776
C 1.4886 -2.5077 -5.4225
C -4.5304 0.4553 -1.0397
H -7.0318 1.2679 -1.3638
*
```

- Kohn-Sham gap (alpha / beta): 8.164 / 6.823 eV
- HOMO (alpha / beta): -8.00 / -7.77 eV
- ⟨S²⟩: 2.0143



C16H35O25P2S6 | wB97M-V/def2-TZVPD

The geometry in ORCA input format:
```
! RIJCOSX wB97M-V def2-TZVPD def2/J DEFGRID3
* xyz 1 1
O 5.1376 -2.5645 -7.9870
O -1.7951 3.5392 0.5353
H -7.5362 6.7835 -1.3106
O -7.2204 5.7845 1.8198
O -3.3166 1.8089 -0.4316
C -7.8675 6.6128 -0.2835
O -3.7819 4.2144 -0.8967
H 2.6682 1.8712 1.2290
O 1.1426 -2.3900 -1.9348
H 2.2140 -2.6452 6.1060
P 2.4601 -1.2272 6.1642
H 4.0806 -5.6869 -7.8139
H 4.1203 -0.0549 4.6019
H -4.5906 0.2522 0.0902
C -6.6996 6.4840 0.6907
P 2.4565 -0.6474 8.2644
C -1.0765 -4.8745 -1.9119
O 1.9973 -1.3808 1.6465
C 4.4325 -3.6609 -8.5665
H 5.6763 -0.4475 -2.4057
O -0.4938 -0.8903 1.5564
O 7.4380 -3.1650 -7.2180
O -8.5761 5.3798 -0.1817
H -0.3869 1.4450 5.7712
H -2.8640 -3.6421 -1.7772
O 1.9709 1.3468 -3.4248
H 1.5227 1.9540 -0.9306
O 5.4772 -4.6222 -6.6994
H -5.8017 2.2871 0.6930
O 1.0531 0.0892 -0.1381
C 4.6369 -0.7695 -2.5051
H -0.7423 -0.7648 7.8743
H 5.0455 -4.0706 -9.3758
C -0.0899 0.3179 5.8759
C 4.2312 -0.8160 5.4848
C -4.9071 2.0591 1.2820
C 4.2445 -1.0291 -3.9571
H -2.2670 -4.2169 -0.1957
S 2.3175 0.0822 -2.8190
C -1.9694 -3.8702 -1.1882
O 3.5281 -1.5891 9.0145
C -0.8684 -0.6731 6.7113
H -6.3055 7.4577 0.9939
O -7.9563 3.4569 1.2865
C -4.0142 1.0547 0.5583
H -5.8919 5.8829 0.2606
O 1.1274 0.9017 2.1731
H -5.2048 1.7123 2.2744
H 4.5688 -2.0144 -4.3025
S 0.8863 -0.4988 1.3741
S -8.4421 4.8160 1.3429
O 1.4229 -0.6447 -1.9457
C 1.5742 1.9006 1.2579
H -1.6529 -5.6770 -2.3800
H -8.5456 7.4180 0.0184
O -1.1907 -2.6797 -1.0926
O 2.8215 -0.9337 -3.9902
H -1.6225 -1.4032 6.1702
H 2.9390 0.7378 8.3154
H -0.0773 1.7971 -0.1541
C 1.2249 -0.2823 5.0560
O -4.1284 3.2496 1.3776
C 4.2600 -4.6761 -7.4399
O -0.8442 -1.7148 -3.3669
S -3.1512 3.3495 0.0755
H 3.4735 -3.3265 -8.9712
O -9.6313 5.1982 2.0715
O -0.3789 -4.1204 -2.9018
H -3.2752 0.6215 1.2400
H 4.6955 -1.8139 5.0857
O 3.7487 0.2509 -2.0552
H 4.8862 -0.2856 6.3219
O 5.6702 -2.4138 -5.5553
H 3.4439 -4.3862 -6.7696
H 4.4709 -1.6583 -1.8871
H 1.1713 -0.6811 8.9143
H 1.7561 0.6198 4.5007
S -0.2135 -2.5798 -2.3947
H 1.2462 2.8911 1.5843
H 4.6531 -0.2591 -4.6195
H -0.3374 -5.3077 -1.2302
S 6.0688 -3.1035 -6.7622
C 0.9783 1.5122 -0.0926
H 0.7754 -0.9810 4.1994
*
```

- Kohn-Sham gap: 5.883 eV
- HOMO: -10.60 eV



C16H36As3F18O9V | wB97M-V/def2-TZVPD

The geometry in ORCA input format:
```
! RIJCOSX wB97M-V def2-TZVPD def2/J DEFGRID3
* xyz -1 2
H -6.6731 -0.0100 -3.7517
C 4.0580 -1.9320 1.9012
C 1.0859 4.0165 0.7790
C -4.2158 -0.9388 1.2390
H 1.0783 -4.2866 0.9001
H -1.0811 -3.4293 -0.2728
C -3.2744 0.7848 -0.1035
C 0.7764 -3.4926 1.5831
F 0.1480 -0.1028 -2.7799
F 2.0220 -2.0401 -1.0184
C -1.1152 -2.6041 0.4386
H -2.2057 0.5711 -2.1359
H 5.8005 -0.8589 1.2424
H 1.0290 5.0667 0.4926
F 3.3766 -4.0917 -0.4390
H 2.6067 -3.9229 2.5831
As 1.3927 1.2060 -3.0448
H 1.8091 -2.6321 3.2984
F 1.8163 -2.9437 -3.4363
H -0.4648 4.2321 2.3000
H -1.8285 -2.8313 1.2309
H 1.1085 3.4819 -0.1706
O 4.1796 -0.2566 0.1997
H 5.0605 -0.3723 -1.6625
H -3.4226 -1.0510 1.9782
F -1.3594 0.5502 2.8918
H -4.4335 -0.4396 -2.5545
H 0.0606 -3.9128 2.2896
C 2.0450 -3.0292 2.3111
V 1.7000 -0.4914 0.3795
F 0.5177 1.7478 4.1159
H -4.7139 -1.9041 1.3288
H -6.4317 0.6048 -2.1372
O 0.2815 0.0654 0.0327
F 3.2247 -4.9082 -2.7716
H 4.5116 1.5729 2.4101
H -8.2363 1.6590 -4.3873
H 5.2299 -2.0849 0.1253
As 2.5727 -3.4642 -1.8983
H -4.1913 0.3480 -4.0693
H 3.3523 2.2107 3.6364
F 1.0831 -0.2162 2.4356
O 2.6926 -2.0451 1.4973
C 4.9240 0.3380 -0.8470
F 2.1491 0.5200 -1.5073
F 1.0239 -4.2992 -1.4509
C -0.2458 3.6342 1.4153
C -4.6089 0.5022 -3.0744
F -0.8649 0.1607 5.4209
H -1.5008 -1.7635 -0.1382
F 0.4305 1.6938 -4.4502
H 4.0668 -1.3643 2.8316
F 2.6599 2.4255 -3.1993
H -0.3773 2.5591 1.5371
O 2.1795 3.7125 1.6664
C -6.1441 0.7513 -3.1783
H -1.1035 3.8071 0.7652
H -5.0310 -0.3096 1.5963
H -2.3190 2.1918 -1.5638
H -8.2814 2.2013 -2.7373
O -3.8045 -0.5364 -0.1129
C 4.9034 -1.3043 0.8124
O 0.1718 -2.2940 1.0294
F 1.5130 -0.3767 4.8962
O -4.0565 1.5628 -2.3252
F -0.4089 -1.6977 3.8554
H -4.0288 1.4924 0.2402
F 4.0920 -2.5682 -2.3115
H 4.3920 3.3527 2.7587
H 4.3363 1.1713 -1.2320
O 2.3958 1.5702 0.8991
C -7.7611 2.3434 -3.6845
C -2.8585 1.2449 -1.5810
C 2.7595 2.5211 1.6317
H -7.9065 3.3716 -4.0158
As 0.1027 0.0374 3.9001
F 0.4729 2.2980 -1.9418
H 4.5273 -2.9023 2.0639
F 2.3028 0.0776 -4.0298
H -2.4288 0.7662 0.5841
C 3.8630 2.4021 2.6927
H 5.8706 0.8095 -0.5831
O -6.3791 2.0722 -3.6190
*
```

- Kohn-Sham gap (alpha / beta): 8.312 / 8.826 eV
- HOMO (alpha / beta): -7.12 / -7.12 eV
- ⟨S²⟩: 0.7849



- Which formula does entry 7 have?
  C16H36As3F18O9V